1.
DFT (ωB97M-V with the def2-TZVPD basis set) results for C4H9N3O2 as an isolated structure at a distorted geometry.

highest occupied orbital energy	-0.277	Ha
lowest unoccupied orbital energy	0.028	eV
ΔE to the lowest compared entry with this formula, charge and spin	3.0371	eV

Cartesian coordinates (Å):
C1 1.813 1.163 -0.021
C2 0.551 0.669 0.602
N1 0.591 -0.094 1.698
N2 -0.659 1.230 0.287
H1 1.448 -0.565 1.944
H2 -0.310 -0.442 2.025
H3 -0.571 1.848 -0.515
H4 1.724 1.162 -1.108
H5 1.990 2.189 0.317
H6 2.669 0.554 0.270
C3 -1.532 -0.118 -0.168
C4 -0.152 -1.141 -1.032
O1 -2.272 0.279 -1.253
N3 0.010 -2.362 -0.742
O2 -1.990 -0.785 0.761
H7 -3.080 -0.257 -1.228
H8 -0.408 -2.551 0.183
H9 0.179 -0.779 -2.021

=====

2.
DFT (ωB97M-V with the def2-TZVPD basis set) results for a 2-piece molecular cluster, C10H17N2P overall at a distorted geometry.

highest occupied orbital energy (spin up / spin down)	-0.280 / -0.280	Ha
lowest unoccupied orbital energy (spin up / spin down)	0.506 / 0.506	eV
ΔE to the lowest compared entry with this formula, charge and spin	3.6759	eV

Cartesian coordinates (Å):
C1 1.297 1.702 0.919
C2 0.634 0.945 1.941
C3 0.824 1.897 -0.323
C4 -0.596 0.511 1.691
C5 -1.244 0.761 0.395
C6 1.323 -2.249 -0.354
C7 1.603 -0.905 -1.048
C8 -0.420 1.271 -0.745
C9 -1.451 -0.330 2.615
C10 -1.093 1.838 -1.949
N1 -0.080 -2.456 -0.319
N2 0.480 -0.367 -1.690
P1 -0.784 -1.657 -1.600
H1 2.219 2.205 1.116
H2 1.112 0.841 2.907
H3 1.227 2.724 -0.937
H4 -1.857 -0.107 0.147
H5 -2.092 1.439 0.814
H6 1.771 -2.955 -1.076
H7 1.833 -2.429 0.622
H8 2.192 -0.290 -0.261
H9 2.430 -0.937 -1.827
H10 -2.344 0.185 2.911
H11 -1.000 -0.655 3.435
H12 -1.718 -1.125 1.983
H13 -1.975 1.343 -2.161
H14 -0.418 1.829 -2.807
H15 -1.091 2.867 -1.753
H16 -0.562 -3.368 -0.011
H17 -0.219 -2.529 -2.636

=====

| no. | E (eV) |
| --- | --- |
| 1 | -12856.89045 |
| 2 | -22910.89242 |